[1]
Here is a structure of composition C21H30AsN2O4RuS2 from OMol25. Energies are from wB97M-V/def2-TZVPD.

Structure (ORCA input):
```
! wB97M-V def2-TZVPD RIJCOSX def2/J DEFGRID3
* xyz 1 5
Ru 1.016 1.189 -0.400
C 2.773 2.811 -2.138
N 1.562 3.067 -1.307
C 1.888 4.178 -0.382
C 0.390 3.404 -2.169
C -0.031 2.151 -2.881
C -0.623 2.158 -4.135
C -0.908 0.955 -4.768
C -0.573 -0.253 -4.166
C 0.014 -0.267 -2.911
C 0.252 0.932 -2.249
H 3.092 3.750 -2.594
H 2.548 2.085 -2.915
H 3.564 2.435 -1.492
H 2.205 5.042 -0.971
H 2.692 3.862 0.278
H 1.012 4.443 0.205
H 0.665 4.208 -2.859
H -0.397 3.771 -1.507
H -0.841 3.097 -4.629
H -1.364 0.960 -5.748
H -0.766 -1.184 -4.681
H 0.286 -1.205 -2.447
C 0.072 -7.233 0.244
C -0.004 -5.740 0.395
C -0.142 -4.914 -0.720
C -0.224 -3.541 -0.583
C -0.173 -2.984 0.689
C -0.037 -3.784 1.818
C 0.044 -5.157 1.658
S -0.222 -1.249 0.882
O -1.199 -0.666 -0.006
O -0.324 -0.980 2.292
N 1.199 -0.675 0.293
C 2.419 -0.971 1.046
C 3.147 0.323 1.378
O 4.059 0.358 2.151
O 2.699 1.373 0.692
H 0.253 -7.521 -0.789
H -0.863 -7.695 0.563
H 0.868 -7.647 0.863
H -0.191 -5.356 -1.707
H -0.360 -2.910 -1.450
H 0.000 -3.333 2.799
H 0.147 -5.788 2.533
H 3.099 -1.572 0.438
H 2.209 -1.510 1.968
C -3.309 0.658 1.841
As -2.043 1.950 2.472
C -1.539 1.525 4.269
C -3.042 3.579 2.620
S -0.349 2.531 1.290
H -4.239 0.884 2.364
H -2.965 -0.341 2.076
H -3.433 0.765 0.767
H -2.428 1.612 4.894
H -0.788 2.249 4.581
H -1.131 0.525 4.310
H -3.848 3.442 3.339
H -3.450 3.835 1.644
H -2.372 4.367 2.954
*
```

Expectation value of S²: 6.026
ΔE to the lowest compared entry with this formula, charge and spin in kcal/mol: 0.0
Maximum force in eV Å⁻¹: 0.67
E_tot in eV: -118517.8099
LUMO (alpha / beta) in eV: -2.68 / -5.03



[2]
Here is a structure of composition C25H20Cl2N5PdS2 from OMol25. Energies are from wB97M-V/def2-TZVPD.

Structure (ORCA input):
```
! wB97M-V def2-TZVPD RIJCOSX def2/J DEFGRID3
* xyz 3 5
Pd -0.091 0.023 0.248
C 4.278 -0.771 0.845
C 4.317 -1.331 2.112
C 3.148 -1.428 2.850
C 1.961 -0.954 2.311
N 1.935 -0.422 1.079
C 3.058 -0.335 0.362
C 0.666 -1.019 3.035
C 0.578 -1.305 4.388
C -0.670 -1.380 4.989
C -1.805 -1.168 4.225
C -1.645 -0.862 2.886
N -0.443 -0.786 2.312
H 5.170 -0.670 0.244
H 5.250 -1.693 2.525
H 3.163 -1.878 3.832
H 2.976 0.110 -0.621
H 1.469 -1.458 4.978
H -0.750 -1.602 6.045
H -2.796 -1.229 4.652
H -2.502 -0.675 2.252
Cl -0.054 2.335 1.474
C -1.589 3.110 1.219
C -1.764 4.363 1.723
C -3.013 4.989 1.573
C -4.060 4.359 0.925
C -3.884 3.092 0.399
Cl -5.181 2.338 -0.398
C -2.624 2.415 0.524
S -2.454 0.871 -0.148
H -0.961 4.870 2.242
H -3.157 5.980 1.982
H -5.022 4.843 0.824
C 0.379 -4.858 -2.229
N 0.440 -3.517 -2.833
C 0.820 -3.285 -4.103
C 0.765 -1.927 -4.313
N 0.354 -1.344 -3.158
C 0.156 -2.328 -2.218
S -0.406 -2.220 -0.644
C 0.181 0.085 -3.050
C -0.322 0.756 -4.145
C -0.332 2.144 -4.114
C 0.185 2.788 -3.005
C 0.623 2.020 -1.939
N 0.599 0.678 -1.936
H -0.230 -5.501 -2.860
H -0.061 -4.798 -1.241
H 1.385 -5.267 -2.159
H 1.109 -4.077 -4.777
H 1.009 -1.361 -5.197
H -0.697 0.219 -5.007
H -0.727 2.704 -4.952
H 0.242 3.867 -2.956
H 1.025 2.487 -1.051
*
```

Expectation value of S²: 6.056
ΔE to the lowest compared entry with this formula, charge and spin in kcal/mol: 0.0
Maximum force in eV Å⁻¹: 0.60
E_tot in eV: -83869.6204
LUMO (alpha / beta) in eV: -8.58 / -12.14



[3]
Here is a cluster of 2 separate species, CCl5O3PS in total in a non-equilibrium geometry from OMol25. Energies are from wB97M-V/def2-TZVPD.

Structure (ORCA input):
```
! wB97M-V def2-TZVPD RIJCOSX def2/J DEFGRID3
* xyz 0 1
C -0.702 -1.308 -0.030
O -0.996 1.196 0.922
O 1.459 0.203 1.290
O 1.688 1.791 -0.607
P -1.572 0.344 -0.148
S 1.320 0.511 -0.088
Cl -0.271 -1.871 1.419
Cl -0.219 -2.054 -1.458
Cl -1.183 0.816 -2.066
Cl -3.439 -0.140 0.151
Cl 2.560 -0.958 -1.060
*
```

ΔE to the lowest compared entry with this formula, charge and spin in kcal/mol: 58.7
Maximum force in eV Å⁻¹: 3.07
E_tot in eV: -89914.1778
LUMO (alpha / beta) in eV: -2.98 / -2.19



[4]
Here is a structure of composition C24H20N2O4PdS from OMol25. Energies are from wB97M-V/def2-TZVPD.

Structure (ORCA input):
```
! wB97M-V def2-TZVPD RIJCOSX def2/J DEFGRID3
* xyz 2 5
Pd 0.055 -1.068 -1.113
O -0.894 0.706 -1.941
C -0.533 1.381 -2.893
C 0.626 1.149 -3.766
C 0.823 2.059 -4.770
C 1.919 1.921 -5.642
C 2.843 0.889 -5.543
C 2.678 -0.040 -4.548
C 1.565 0.037 -3.619
O 1.460 -0.852 -2.749
N 2.085 2.936 -6.711
O 1.261 3.823 -6.737
O 3.026 2.790 -7.451
H -1.133 2.266 -3.144
H 0.149 2.895 -4.910
H 3.664 0.843 -6.245
H 3.364 -0.867 -4.421
C 1.533 2.516 3.112
C 0.737 1.858 4.236
C -0.258 2.883 4.814
C 1.713 1.403 5.338
C -0.041 0.653 3.749
C -0.837 -0.077 4.712
C -1.584 -1.183 4.398
C -1.565 -1.613 3.074
S -2.376 -2.933 2.362
C -1.667 -2.517 0.822
N -0.864 -1.447 0.861
C -0.784 -0.908 2.091
C -0.028 0.223 2.450
C -1.928 -3.196 -0.388
C -2.812 -4.299 -0.477
C -3.080 -4.843 -1.705
C -2.483 -4.299 -2.851
C -1.603 -3.219 -2.776
C -1.306 -2.672 -1.550
H 2.072 3.373 3.513
H 0.883 2.884 2.314
H 2.273 1.835 2.686
H 0.297 3.751 5.167
H -0.820 2.486 5.659
H -0.967 3.216 4.054
H 2.272 2.270 5.691
H 2.425 0.670 4.956
H 1.200 0.972 6.197
H -0.844 0.267 5.737
H -2.164 -1.696 5.153
H 0.548 0.729 1.688
H -3.279 -4.704 0.413
H -3.755 -5.683 -1.793
H -2.710 -4.730 -3.819
H -1.157 -2.835 -3.685
*
```

Expectation value of S²: 6.096
Maximum force in eV Å⁻¹: 0.33
E_tot in eV: -50676.4543
LUMO (alpha / beta) in eV: -6.72 / -9.50